DFT (ωB97M-V/def2-TZVPD) results for a 7-piece molecular cluster, C46H66F6N10O9S2 overall at a distorted geometry.

Output
* net charge: +6
* max |F|: 5.87 eV/Å
* LUMO energy: -13.549 eV
* HOMO-LUMO gap: 3.301 eV
* multiplicity: 1
* DFT total energy: -120004.921 eV

Each line ends with the Mulliken charge.
Element x y z (Å)
1 N -1.018 -0.249 1.520  0.72
2 O -1.435 -0.117 2.682  -0.40
3 O 0.134 -0.559 1.247  -0.48
4 O -1.802 -0.094 0.638  -0.53
5 C -4.048 6.833 2.401  -1.50
6 C -3.149 6.515 1.193  0.14
7 C -2.189 5.376 1.388  -0.63
8 O -2.866 4.198 1.759  -0.40
9 C -2.288 3.016 1.357  -0.69
10 N -4.152 6.342 0.059  -0.30
11 H -3.677 6.313 -0.832  0.36
12 H -4.723 5.512 -0.024  0.34
13 H -4.829 7.087 -0.027  0.38
14 H -4.608 7.769 2.411  0.45
15 H -3.363 6.755 3.245  0.36
16 H -4.798 6.075 2.626  0.40
17 H -2.637 7.467 1.052  0.25
18 H -1.382 5.584 2.091  0.49
19 H -1.632 5.206 0.467  0.37
20 H -2.941 2.148 1.438  0.36
21 H -1.321 2.868 1.838  0.25
22 H -2.275 3.096 0.269  0.36
23 C -4.513 -0.552 9.714  -1.27
24 C -3.451 0.419 9.148  0.00
25 C -2.908 -0.026 7.765  -0.64
26 O -3.710 0.151 6.556  -0.39
27 C -2.924 -0.090 5.439  -0.70
28 N -4.022 1.861 9.023  -0.28
29 H -4.428 2.365 9.798  0.34
30 H -3.347 2.492 8.613  0.33
31 H -4.741 1.766 8.320  0.38
32 H -5.227 -0.464 8.895  0.37
33 H -4.932 -0.274 10.682  0.37
34 H -4.302 -1.608 9.882  0.37
35 H -2.676 0.463 9.913  0.33
36 H -2.517 -1.042 7.701  0.48
37 H -2.013 0.561 7.557  0.34
38 H -3.550 0.123 4.572  0.34
39 H -2.483 -1.083 5.357  0.31
40 H -2.120 0.636 5.320  0.28
41 C -0.363 -3.318 3.115  -1.15
42 N -0.663 -4.161 1.952  0.21
43 C -1.428 -3.647 0.856  -0.81
44 C -1.666 -4.476 -0.268  -0.60
45 C -1.194 -5.795 -0.344  1.13
46 C -0.472 -6.210 0.701  -0.67
47 C -0.173 -5.408 1.859  -0.33
48 C -1.479 -6.678 -1.494  0.71
49 C -1.721 -8.013 -1.318  -0.66
50 C -1.876 -8.813 -2.440  -0.20
51 N -2.095 -8.333 -3.690  0.06
52 C -1.831 -7.058 -3.944  -0.12
53 C -1.513 -6.177 -2.861  -1.00
54 C -2.364 -9.240 -4.897  -0.85
55 H 0.222 -3.878 3.845  0.43
56 H -1.237 -2.778 3.479  0.48
57 H 0.451 -2.698 2.741  0.26
58 H -1.782 -2.632 0.957  0.66
59 H -2.255 -4.008 -1.042  0.61
60 H 0.008 -7.174 0.622  0.48
61 H 0.652 -5.711 2.486  0.38
62 H -1.452 -8.416 -0.353  0.49
63 H -1.951 -9.888 -2.357  0.45
64 H -2.237 -6.751 -4.896  0.37
65 H -1.364 -5.118 -3.006  0.53
66 H -1.480 -9.499 -5.479  0.34
67 H -2.987 -8.645 -5.566  0.38
68 H -2.921 -10.078 -4.479  0.34
69 C 1.837 1.933 5.438  -0.92
70 N 2.784 1.342 4.452  0.13
71 C 2.317 0.393 3.623  0.01
72 C 3.074 -0.273 2.648  -0.50
73 C 4.376 0.116 2.481  0.78
74 C 4.882 1.187 3.240  -0.66
75 C 4.048 1.836 4.226  -0.58
76 C 5.157 -0.607 1.490  0.51
77 C 4.694 -1.075 0.203  -0.47
78 C 5.522 -1.814 -0.650  -0.41
79 N 6.833 -1.871 -0.370  0.03
80 C 7.299 -1.435 0.840  -0.34
81 C 6.509 -0.787 1.773  -0.85
82 C 7.756 -2.368 -1.364  -0.80
83 H 0.912 1.359 5.477  0.27
84 H 1.508 2.946 5.204  0.37
85 H 2.316 1.874 6.416  0.40
86 H 1.383 -0.086 3.876  0.38
87 H 2.619 -1.180 2.278  0.48
88 H 5.863 1.545 2.962  0.63
89 H 4.357 2.697 4.800  0.51
90 H 3.687 -0.974 -0.175  0.55
91 H 5.192 -2.120 -1.632  0.37
92 H 8.366 -1.486 1.000  0.41
93 H 6.975 -0.489 2.700  0.56
94 H 7.252 -2.886 -2.180  0.31
95 H 8.616 -2.831 -0.879  0.31
96 H 8.121 -1.491 -1.898  0.42
97 C 1.078 2.348 -0.239  -1.07
98 N 1.469 2.894 -1.515  0.28
99 C 2.506 3.808 -1.581  -0.43
100 C 2.992 4.281 -2.815  -0.73
101 C 2.379 3.819 -3.960  0.55
102 C 1.419 2.820 -3.875  -0.76
103 C 1.002 2.340 -2.632  -0.33
104 C 2.963 4.214 -5.320  0.67
105 C 4.258 3.757 -5.655  -0.65
106 C 4.724 4.208 -6.939  -0.28
107 N 3.990 4.912 -7.793  0.00
108 C 2.805 5.450 -7.421  -0.25
109 C 2.205 4.951 -6.245  -0.51
110 C 4.568 5.345 -9.066  -0.88
111 H 1.847 1.680 0.150  0.34
112 H 0.061 1.957 -0.189  0.22
113 H 1.079 3.190 0.453  0.46
114 H 2.956 4.106 -0.646  0.54
115 H 3.844 4.944 -2.834  0.59
116 H 1.184 2.235 -4.751  0.54
117 H 0.270 1.547 -2.598  0.65
118 H 4.866 3.187 -4.967  0.48
119 H 5.694 3.951 -7.338  0.51
120 H 2.282 5.970 -8.210  0.39
121 H 1.308 5.350 -5.795  0.46
122 H 5.533 5.798 -8.838  0.36
123 H 3.874 5.927 -9.672  0.33
124 H 4.680 4.436 -9.657  0.40
125 C -2.172 -0.140 -3.107  0.59
126 F -0.887 -0.398 -3.171  -0.25
127 F -2.480 0.288 -1.938  -0.16
128 F -2.479 0.819 -4.017  -0.27
129 S -3.008 -1.803 -3.594  1.19
130 O -2.122 -2.841 -2.949  -0.61
131 O -4.400 -1.624 -3.188  -0.69
132 N -3.008 -1.833 -5.287  -0.51
133 S -3.365 -3.268 -5.708  1.12
134 O -2.194 -3.637 -6.561  -0.73
135 O -3.855 -4.255 -4.715  -0.62
136 C -4.791 -3.137 -7.024  0.59
137 F -5.724 -2.298 -6.706  -0.22
138 F -4.268 -2.628 -8.112  -0.21
139 F -5.303 -4.367 -7.188  -0.20

Force components x, y, z for each atom (eV/Å):
N -1.2 0.1 1.4
O 1.0 -0.1 1.7
O 3.2 -0.5 0.4
O -2.2 0.6 -3.1
C 0.4 -1.2 1.1
C -2.2 1.3 1.6
C 0.1 -1.2 -0.6
O -1.5 1.6 1.0
C -0.1 -0.6 -1.5
N 1.0 -0.3 -1.5
H 0.4 0.3 -0.6
H -0.1 -0.9 1.1
H -0.1 0.8 0.4
H 0.6 0.3 -0.4
H -0.2 0.6 0.3
H 0.1 -0.4 -0.4
H 0.3 -0.3 -0.8
H -0.3 0.6 0.4
H 0.0 -0.1 -0.6
H 0.0 0.2 1.0
H 0.2 -0.3 -0.1
H 1.1 -0.3 -0.5
C -0.9 1.1 -1.0
C 0.0 -1.4 1.1
C 0.8 0.8 -1.4
O -0.4 0.1 2.7
C -0.1 0.7 -1.5
N 0.2 -1.2 -1.1
H -0.2 -0.4 1.0
H 0.6 0.1 -0.1
H -0.7 0.2 -0.4
H -1.0 -0.7 0.5
H -0.1 0.6 -0.2
H 0.9 0.2 -0.6
H 0.6 0.3 -0.6
H -0.4 -0.3 1.0
H 0.4 0.4 0.2
H -0.1 -0.5 0.0
H -0.2 -0.3 0.3
H 0.4 0.2 0.4
C 1.6 0.0 -0.6
N -1.5 -0.4 -2.1
C 1.1 -2.6 0.6
C -0.2 1.9 1.5
C -1.3 1.5 -0.9
C 2.1 -0.3 3.0
C -0.3 -0.2 -2.6
C -0.2 1.5 -3.2
C 1.4 -0.7 -0.6
C -1.1 -0.9 -0.2
N 1.7 -1.0 0.1
C -1.2 2.1 2.0
C -0.4 -1.2 0.9
C -0.8 0.6 1.0
H -1.0 -0.5 0.3
H 0.3 -0.1 -0.1
H -0.6 1.0 0.0
H -0.1 0.0 -0.1
H 0.0 0.0 -0.4
H 0.1 -0.1 0.4
H -0.5 -0.1 0.7
H -0.7 -0.6 0.0
H 0.0 -0.1 0.1
H 0.8 0.7 -0.3
H -0.1 0.1 -0.5
H 0.3 -0.1 0.7
H -0.2 -0.2 0.2
H 0.2 -0.1 -0.5
C 0.0 -0.2 0.7
N 0.4 0.7 -1.6
C 0.2 -1.8 0.3
C -1.1 0.7 2.0
C -0.7 0.4 -0.2
C -1.7 0.9 1.0
C 0.6 -1.7 -1.5
C 1.1 -0.3 -1.9
C 0.3 -0.7 1.0
C -0.1 2.1 1.0
N -0.5 -0.2 1.7
C 0.1 0.3 -0.9
C 0.0 -1.0 -0.9
C 1.0 0.7 -1.1
H 0.3 -0.3 -0.2
H 0.7 0.1 -0.2
H -0.1 0.3 0.0
H -0.5 0.6 -0.1
H 0.0 0.2 -0.6
H 0.1 0.4 0.6
H 0.1 -0.1 0.1
H -0.3 0.2 0.5
H 0.0 -0.3 0.1
H 0.1 -0.3 -0.1
H -0.1 0.1 0.1
H 0.0 -0.7 0.6
H -0.3 -0.5 -0.3
H 0.3 0.2 0.2
C 0.0 0.9 1.9
N 1.6 0.5 -0.9
C -0.4 -0.2 -1.1
C -0.8 -0.5 2.1
C 0.7 -0.3 -1.7
C 0.4 -0.6 0.4
C -0.2 0.7 -1.5
C 0.4 -1.0 0.0
C -0.9 2.1 -2.0
C 0.2 -1.7 1.6
N -1.0 1.6 1.2
C -1.1 -2.5 0.5
C 1.3 1.3 0.8
C 0.4 -1.0 -0.9
H -0.3 -0.4 -0.3
H 0.3 -0.4 -0.5
H -0.1 0.1 0.1
H -0.2 0.0 0.1
H -0.1 0.2 0.0
H -0.6 0.3 -0.1
H 0.0 -0.2 0.4
H 0.2 0.0 -0.3
H 0.2 -0.2 0.2
H -0.1 0.5 0.3
H -0.5 0.1 -0.9
H -0.2 0.2 -0.5
H 0.2 0.5 0.6
H 0.5 0.0 0.0
C -1.4 -1.5 -3.2
F 2.0 0.5 0.1
F -0.5 0.4 1.5
F 0.4 -0.3 0.5
S -1.9 -1.1 -0.9
O -1.5 2.5 -0.9
O 2.0 -0.2 0.8
N 0.5 2.4 4.8
S 1.6 -4.3 -3.6
O -2.3 -0.6 1.4
O 0.8 1.6 -1.1
C 1.0 -0.2 0.8
F -1.4 0.5 1.3
F 0.8 -0.7 -1.1
F 0.5 0.7 -0.2